A structure of composition C56H50FGeN2P3Zn. Source: the Open Molecules 2025 dataset; level of theory: the ωB97M-V functional and the def2-TZVPD basis.

Values from the calculation:
**Charge**: +2
**Lowest unoccupied orbital energy**: -4.5 eV
**Kohn-Sham gap**: 0.3102 Ha

```
114
C56H50FGeN2P3Zn (the ωB97M-V functional and the def2-TZVPD basis)
Zn 11.02 12.78 13.06
F 14.78 13.01 17.24
Ge 13.79 12.81 15.86
C 12.96 14.61 15.99
C 13.11 15.16 17.24
C 12.96 16.55 17.48
C 12.72 17.37 16.40
C 12.59 16.86 15.16
C 12.58 15.50 14.97
P 11.90 15.03 13.36
C 10.41 16.08 13.34
C 9.78 16.18 14.60
C 8.56 16.88 14.67
C 8.08 17.52 13.57
C 8.72 17.31 12.37
C 9.86 16.60 12.23
C 13.05 15.76 12.12
C 12.64 15.72 10.79
C 13.40 16.40 9.85
C 14.51 17.16 10.24
C 14.97 17.14 11.56
C 14.18 16.48 12.50
C 13.03 11.10 16.11
C 13.98 10.16 16.58
C 13.63 8.91 17.10
C 12.26 8.46 17.02
C 11.35 9.38 16.55
C 11.70 10.65 16.14
P 10.39 11.65 15.32
C 8.92 10.52 15.09
C 8.70 9.85 13.89
C 7.54 9.25 13.52
C 6.46 9.32 14.42
C 6.64 9.91 15.63
C 7.84 10.51 15.99
C 9.89 12.82 16.57
C 8.66 13.48 16.46
C 8.30 14.37 17.44
C 9.10 14.62 18.56
C 10.32 13.99 18.67
C 10.71 13.08 17.63
C 15.13 12.86 14.42
C 16.32 13.42 14.77
C 17.42 13.31 13.93
C 17.26 12.56 12.75
C 16.12 11.88 12.43
C 14.98 12.10 13.27
P 13.38 11.35 12.74
C 13.57 11.46 10.93
C 13.88 12.69 10.34
C 14.02 12.74 8.99
C 13.90 11.61 8.19
C 13.54 10.40 8.77
C 13.37 10.34 10.14
C 13.38 9.58 13.06
C 14.61 8.93 13.27
C 14.70 7.55 13.30
C 13.55 6.81 13.05
C 12.28 7.48 12.79
C 12.19 8.83 12.87
H 13.43 14.48 17.97
H 13.14 17.01 18.48
H 12.72 18.43 16.52
H 12.32 17.46 14.31
H 10.15 15.70 15.51
H 7.97 16.87 15.55
H 7.21 18.11 13.78
H 8.28 17.77 11.50
H 10.21 16.47 11.23
H 11.83 15.13 10.37
H 13.16 16.33 8.83
H 15.00 17.69 9.48
H 15.85 17.75 11.93
H 14.43 16.67 13.56
H 15.11 10.31 16.53
H 14.49 8.35 17.38
H 12.10 7.37 17.30
H 10.33 9.04 16.37
H 9.43 9.78 13.07
H 7.42 8.89 12.53
H 5.47 9.04 14.12
H 5.75 9.91 16.31
H 7.90 10.94 16.97
H 7.95 13.19 15.66
H 7.29 14.83 17.51
H 8.79 15.34 19.30
H 10.94 14.09 19.55
H 11.71 12.50 17.79
H 16.49 13.94 15.68
H 18.40 13.73 14.18
H 18.14 12.48 12.12
H 16.06 11.29 11.55
H 14.20 13.53 10.99
H 14.45 13.66 8.63
H 13.94 11.78 7.15
H 13.48 9.56 8.12
H 13.03 9.41 10.57
H 15.56 9.47 13.42
H 15.65 7.08 13.48
H 13.60 5.74 13.09
H 11.45 6.82 12.55
H 11.25 9.46 12.88
N 8.94 13.33 12.86
C 8.26 12.62 11.69
C 9.27 12.66 10.55
N 10.50 12.08 11.04
H 8.32 13.38 13.67
H 9.04 14.36 12.61
H 7.29 13.11 11.47
H 8.15 11.59 12.06
H 9.26 13.64 10.19
H 8.91 12.13 9.66
H 11.29 12.21 10.45
H 10.53 11.07 11.05
```


A structure of composition C56H50GeMoN4O3S2Sb. Source: the Open Molecules 2025 dataset; level of theory: the ωB97M-V functional and the def2-TZVPD basis.

Values from the calculation:
**Multiplicity**: 4
**ΔE to the lowest compared entry with this formula, charge and spin**: 143.25 kJ/mol
**Charge**: 0
**Lowest unoccupied orbital energy (spin up / spin down)**: 0.3 / 0.1 eV
**Kohn-Sham gap (spin up / spin down)**: 0.2624 / 0.2674 Ha

```
118
C56H50GeMoN4O3S2Sb (the ωB97M-V functional and the def2-TZVPD basis)
Mo -0.65 0.80 -2.01
C -4.75 2.04 -0.24
C -3.43 2.08 -0.94
N -2.36 1.44 -0.65
N -2.23 0.68 0.53
C -1.26 0.98 1.39
S -0.18 2.48 1.37
S -1.12 -0.01 2.80
C -1.55 -1.64 2.02
C -1.90 -2.62 3.11
C -3.29 -2.91 3.34
C -3.60 -3.80 4.35
C -2.67 -4.42 5.13
C -1.38 -4.25 4.77
C -0.97 -3.31 3.83
C -3.39 3.00 -2.10
C -4.57 3.45 -2.78
C -4.58 4.26 -3.83
C -3.34 4.82 -4.27
C -2.12 4.40 -3.75
C -2.12 3.43 -2.59
O -1.02 2.97 -2.10
H -5.16 3.02 -0.05
H -4.74 1.41 0.63
H -5.39 1.54 -1.01
H -0.71 -2.04 1.46
H -2.40 -1.48 1.37
H -4.09 -2.43 2.82
H -4.65 -4.00 4.41
H -2.96 -4.98 6.03
H -0.87 -4.86 5.50
H 0.03 -3.03 3.68
H -5.54 3.14 -2.39
H -5.53 4.48 -4.34
H -3.33 5.47 -5.15
H -1.14 4.73 -4.22
H -1.69 0.93 -3.23
C 4.16 0.44 -5.34
N 3.21 -0.24 -4.46
C 3.80 -0.93 -3.43
C 3.20 -1.09 -2.16
C 1.82 -0.57 -1.91
O 1.05 -0.59 -0.89
N 1.35 0.21 -2.94
C 1.96 0.42 -4.14
O 1.39 1.14 -4.95
H 4.88 1.21 -4.94
H 3.57 0.90 -6.10
H 4.77 -0.30 -5.93
H 4.77 -1.28 -3.56
H 3.54 -1.75 -1.38
C 2.91 -4.16 -4.90
C 2.15 -4.89 -4.02
C 0.99 -4.29 -3.48
C 0.65 -3.02 -3.82
C 1.31 -2.42 -4.86
C 2.45 -2.97 -5.39
Sb -0.94 -1.82 -2.83
C -1.12 -3.23 -1.19
C -2.26 -3.80 -0.74
C -2.34 -4.72 0.37
C -1.19 -5.13 0.99
C 0.02 -4.62 0.43
C 0.08 -3.71 -0.58
C -3.06 -1.90 -3.44
C -3.52 -3.20 -4.00
C -4.74 -3.70 -3.63
C -5.47 -3.00 -2.59
C -4.99 -1.84 -2.03
C -3.79 -1.30 -2.37
H 3.91 -4.55 -5.16
H 2.55 -5.85 -3.71
H 0.40 -4.87 -2.83
H 0.92 -1.51 -5.19
H 2.98 -2.41 -6.13
H -3.24 -3.46 -1.10
H -3.36 -5.11 0.61
H -1.19 -5.94 1.71
H 0.86 -5.03 1.00
H 1.03 -3.32 -0.86
H -2.84 -3.58 -4.66
H -4.89 -4.80 -3.90
H -6.31 -3.51 -2.05
H -5.64 -1.31 -1.33
H -3.34 -0.43 -1.76
C 2.73 0.77 1.49
Ge 1.79 2.08 2.62
C 1.38 1.61 4.47
C 1.09 2.75 5.14
C 0.77 2.71 6.50
C 0.85 1.48 7.15
C 1.30 0.42 6.44
C 1.58 0.43 5.09
C 2.62 3.84 2.48
C 2.10 4.59 1.46
C 2.71 5.78 1.03
C 3.88 6.19 1.54
C 4.34 5.56 2.79
C 5.54 5.98 3.48
C 6.19 5.10 4.30
C 5.63 3.88 4.60
C 4.50 3.45 3.96
C 3.79 4.26 3.14
H 3.75 0.54 1.81
H 2.56 1.20 0.50
H 2.05 -0.05 1.56
H 1.06 3.69 4.50
H 0.58 3.56 7.14
H 0.70 1.37 8.26
H 1.59 -0.47 7.00
H 2.06 -0.45 4.60
H 1.19 4.37 0.93
H 2.32 6.27 0.18
H 4.28 7.10 1.13
H 5.93 6.98 3.20
H 7.18 5.36 4.68
H 6.14 3.20 5.26
H 4.11 2.47 4.24
```


- Which of these has the highest charge?
  C56H50FGeN2P3Zn